1.
This record from the OMol25 dataset describes C31H28F4N7O19S4Y as an isolated structure in a non-equilibrium geometry. The level of theory is the ωB97M-V functional and the def2-TZVPD basis.

Geometry (Å):
1 Y 0.26180 3.73215 1.74308
2 N 2.23643 3.98985 2.66342
3 S 3.60080 3.15394 2.67796
4 O 3.69444 2.12166 3.65985
5 O 4.79628 3.62521 2.06021
6 F 3.01933 2.19318 1.48252
7 S 2.79534 4.90329 4.01811
8 O 3.75462 5.89565 3.64982
9 O 2.82345 4.39009 5.35629
10 F 1.45727 5.77585 4.02885
11 N -1.58777 4.64075 2.53700
12 S -2.16526 5.81427 3.36301
13 O -2.27198 5.63699 4.77945
14 O -3.04911 6.70932 2.67395
15 F -0.77776 6.64173 3.28469
16 S -3.14226 3.79836 2.56934
17 O -4.04846 4.20194 1.55468
18 O -3.54555 3.43608 3.88682
19 F -2.51980 2.41893 2.04894
20 C -0.16491 0.22421 0.77694
21 O 0.27843 1.44994 1.24255
22 H -1.23191 0.30900 0.54802
23 H 0.38789 -0.14141 -0.11015
24 H 0.04654 -0.64704 1.41546
25 C 3.98400 1.20267 -3.72209
26 C 2.73538 0.98604 -3.13985
27 C 2.25719 1.93064 -2.23491
28 C 3.04363 3.00218 -1.86679
29 C 4.32279 3.14445 -2.37317
30 C 4.81183 2.25261 -3.30386
31 N 2.54931 3.98599 -0.92756
32 O 3.16525 4.99728 -0.77282
33 O 1.47002 3.79866 -0.34244
34 H 4.38354 0.49783 -4.44028
35 H 2.06990 0.16021 -3.34137
36 H 1.34177 1.77144 -1.67414
37 H 4.91615 3.97750 -2.01774
38 H 5.69785 2.56164 -3.83974
39 C -1.22415 -3.39021 2.21459
40 C -1.99318 -4.51763 1.95833
41 C -3.21289 -4.67161 2.61593
42 C -3.64817 -3.70226 3.50514
43 C -2.79892 -2.67935 3.87601
44 C -1.63328 -2.43606 3.14266
45 N -4.96858 -3.90264 4.14874
46 O -5.59216 -4.89853 3.82939
47 O -5.32278 -3.08387 4.97444
48 H -0.29223 -3.25127 1.67906
49 H -1.65288 -5.21264 1.20431
50 H -3.80583 -5.52513 2.32262
51 H -3.05625 -1.96961 4.65086
52 H -1.10728 -1.53169 3.40522
53 C -5.15353 1.28711 -2.55628
54 C -5.37655 2.64658 -2.71051
55 C -4.38804 3.55773 -2.38156
56 C -3.25331 3.14041 -1.68650
57 C -3.04988 1.76735 -1.54087
58 C -3.99162 0.84306 -1.93916
59 N -2.28682 4.13607 -1.27485
60 O -2.24045 5.19081 -1.85439
61 O -1.53217 3.82087 -0.35149
62 H -5.87765 0.59557 -2.96676
63 H -6.34772 2.98176 -3.04737
64 H -4.55197 4.62288 -2.48797
65 H -2.15844 1.44098 -1.01541
66 H -3.82307 -0.21723 -1.81660
67 C -0.65616 -2.86082 -2.35155
68 C 0.43515 -3.48188 -2.91532
69 C 0.46129 -4.88198 -2.99143
70 C -0.59599 -5.62156 -2.51713
71 C -1.65892 -4.98714 -1.89622
72 C -1.69736 -3.60810 -1.83268
73 N -0.56300 -7.08399 -2.63132
74 O 0.45896 -7.63088 -2.98413
75 O -1.62041 -7.66443 -2.49304
76 H -0.51719 -1.80008 -2.16444
77 H 1.31816 -2.92338 -3.19510
78 H 1.34601 -5.36059 -3.38992
79 H -2.51309 -5.55515 -1.55113
80 H -2.53503 -3.11641 -1.35561
81 C 4.56967 -1.04203 -0.99587
82 C 3.31899 -1.02561 -0.37625
83 C 2.69206 -2.19917 -0.04011
84 C 3.28856 -3.39067 -0.45103
85 C 4.47175 -3.40360 -1.13681
86 C 5.14210 -2.21090 -1.45770
87 N 2.55654 -4.64385 -0.26502
88 O 1.54007 -4.54882 0.38949
89 O 2.91257 -5.66039 -0.80279
90 H 4.96157 -0.07092 -1.27689
91 H 3.03653 -0.02190 -0.09388
92 H 1.72912 -2.24168 0.44587
93 H 4.95954 -4.28495 -1.53308
94 H 6.10186 -2.26372 -1.94857

Cartesian forces, eV/Å:
-0.28 -4.20 -2.97
3.18 1.75 3.83
1.57 -7.55 -4.80
-0.01 1.64 1.15
-0.79 1.34 0.78
0.10 0.56 -0.49
-2.61 5.31 2.62
0.19 -1.40 -0.47
0.00 -0.95 -1.85
-0.22 -0.56 -0.17
-3.83 -2.72 -0.27
2.48 7.72 3.60
-0.44 -0.59 -1.16
-0.14 -1.59 0.17
-0.06 -0.15 -0.35
0.12 -3.94 -0.93
0.60 0.23 0.35
0.09 0.90 -0.81
0.20 0.56 -0.26
0.26 0.03 -0.30
0.21 2.80 0.92
-0.09 -0.61 -0.02
-0.17 0.63 -0.45
-0.42 0.42 0.73
0.39 -0.46 0.17
-0.03 1.01 0.32
-0.32 -0.50 0.78
0.18 -0.78 -0.31
0.26 0.85 0.48
-1.15 0.45 -0.53
-0.14 0.78 0.29
0.47 0.20 0.09
-0.43 -0.50 -0.01
-0.17 0.01 -0.13
0.34 -0.22 -0.34
-0.17 0.04 -0.32
0.05 -0.01 -0.18
0.33 -0.62 0.17
0.37 0.58 -0.11
-0.19 0.63 0.41
0.22 -0.24 -1.12
0.48 -0.90 0.21
-0.20 1.12 -0.37
-0.70 -0.95 0.66
0.34 -0.14 0.28
-0.01 0.39 0.07
0.01 -0.09 -0.25
-0.02 -0.03 -0.05
-0.08 -0.22 0.14
-0.32 0.09 0.36
-0.32 -0.13 -0.01
0.45 -0.11 -0.25
0.01 0.06 -0.08
0.10 -0.05 -0.09
-0.16 0.80 1.06
-1.20 -1.06 -1.51
1.00 0.42 1.38
-0.20 0.14 -0.61
0.48 -0.09 0.05
-0.08 -0.12 0.22
0.32 -0.04 0.30
-0.07 -0.12 0.33
0.17 0.14 -0.34
-0.05 -0.05 -0.15
0.00 -0.02 -0.11
0.15 0.02 0.08
0.88 0.58 0.52
0.10 -1.23 0.16
0.82 0.53 -0.37
0.30 0.61 0.44
-0.81 -0.30 -0.38
-0.16 0.15 0.10
-0.41 -0.42 -0.90
0.35 0.36 0.26
-0.25 0.05 0.48
-0.70 0.08 -0.14
-0.07 0.04 -0.19
-0.15 -0.21 -0.02
0.18 -0.14 0.11
0.00 -0.06 0.05
-0.24 0.37 -1.13
1.23 0.44 0.42
-0.39 -0.29 -0.21
0.11 0.26 -0.29
1.45 0.16 -1.10
-0.73 -0.42 1.22
-0.72 0.33 0.14
-0.55 -0.16 0.49
0.69 -0.22 -0.29
0.39 -0.10 0.23
-0.87 -0.19 0.27
0.06 0.10 0.10
-0.53 -0.42 0.37
-0.04 0.16 -0.15

Values from the calculation:
largest force on an atom: 9.1 eV Å⁻¹
E_LUMO: -2.4 eV
highest occupied orbital energy: -9.85 eV
gap between HOMO and LUMO: 7.43 eV
total energy: -5040.9656 Ha

***

2.
This record from the OMol25 dataset describes C31H28N3O6S2Se3Te2Zr as an isolated structure in a non-equilibrium geometry. The level of theory is the ωB97M-V functional and the def2-TZVPD basis.

Geometry (Å):
1 Zr 0.12634 0.42649 0.53385
2 C -2.99069 1.89719 0.75776
3 O -1.89457 1.60694 -0.12902
4 C -1.75018 2.44712 -1.20386
5 C -2.83652 3.01729 -1.85082
6 C -2.62566 3.84687 -2.93991
7 C -1.33717 4.10928 -3.38111
8 C -0.25554 3.54415 -2.72817
9 C -0.45678 2.71101 -1.63553
10 N 0.62910 2.11157 -0.91097
11 N 1.75819 2.54962 -1.27868
12 C 2.92439 2.17753 -0.70183
13 C 3.04615 1.45223 0.50832
14 O 2.02848 1.06164 1.19439
15 C 4.35685 1.16987 1.01180
16 C 5.45665 1.57608 0.34348
17 C 5.37785 2.33162 -0.86976
18 C 6.54277 2.75890 -1.53302
19 C 6.46322 3.49173 -2.68944
20 C 5.20133 3.81006 -3.21147
21 C 4.05286 3.39564 -2.58368
22 C 4.11165 2.64761 -1.39169
23 H -3.00535 2.96499 0.97020
24 H -3.92736 1.57010 0.30480
25 H -2.79774 1.32788 1.65619
26 H -3.83950 2.81320 -1.50495
27 H -3.47575 4.28680 -3.44497
28 H -1.17249 4.75780 -4.23119
29 H 0.75377 3.74308 -3.05145
30 H 4.40287 0.58788 1.92054
31 H 6.44101 1.32809 0.72467
32 H 7.50536 2.49527 -1.11044
33 H 7.36195 3.82072 -3.19462
34 H 5.12953 4.38783 -4.12482
35 H 3.08869 3.64172 -3.00208
36 Se -0.53646 -1.04882 -1.61748
37 Se 1.76920 -1.01698 -1.26056
38 Te 1.47104 -2.24813 1.05570
39 Se 3.65577 -2.23428 2.08290
40 C 2.25603 -5.60213 -0.88441
41 C 0.77418 -5.63719 -0.64265
42 C -0.13672 -5.50320 -1.68256
43 C -1.50567 -5.50257 -1.44120
44 C -1.96668 -5.63771 -0.14367
45 C -1.07173 -5.78894 0.90907
46 C 0.28470 -5.79141 0.65543
47 S -3.69300 -5.47596 0.22693
48 O -4.01715 -6.41205 1.26248
49 O -4.41968 -5.46488 -1.01129
50 N -3.83317 -3.97176 0.87905
51 C -3.55211 -2.87117 -0.05484
52 C -3.29460 -1.56982 0.68934
53 C -1.99298 -1.62636 1.47527
54 O -1.57429 -2.68647 1.90970
55 O -1.39699 -0.48097 1.65916
56 H 2.48180 -5.30110 -1.90712
57 H 2.70096 -6.58492 -0.71290
58 H 2.74220 -4.89891 -0.20468
59 H 0.22559 -5.37075 -2.69494
60 H -2.21574 -5.37558 -2.24803
61 H -1.43668 -5.88814 1.92355
62 H 0.98134 -5.87736 1.48107
63 H -3.19408 -3.89848 1.67144
64 H -4.39981 -2.77342 -0.73086
65 H -2.65956 -3.08492 -0.65427
66 H -4.09850 -1.33616 1.39476
67 H -3.24884 -0.75179 -0.02904
68 Te 0.08468 2.93376 2.35135
69 C -1.46513 3.41024 3.71421
70 C -1.50923 4.58653 4.41573
71 C -2.60377 4.67658 5.31673
72 C -3.38715 3.56374 5.30306
73 S -2.77696 2.41061 4.19285
74 H -0.76846 5.36413 4.29150
75 H -2.79540 5.53362 5.94794
76 H -4.27066 3.36729 5.88878

Cartesian forces, eV/Å:
0.04 0.32 1.04
0.01 -0.03 -0.05
0.18 -0.13 -0.14
-0.10 0.11 -0.14
0.03 -0.05 0.04
-0.05 0.03 -0.04
0.04 -0.03 0.03
-0.17 0.01 -0.08
0.37 -0.01 0.08
-0.16 0.00 -0.29
0.13 0.11 0.16
-0.10 -0.03 -0.17
0.03 0.04 -0.03
-0.12 -0.12 -0.42
-0.06 0.10 0.10
0.00 -0.01 0.04
0.03 -0.01 0.01
-0.02 0.00 -0.02
0.00 -0.01 0.03
0.02 0.02 -0.03
0.00 -0.02 0.02
0.07 0.03 -0.01
0.01 -0.01 0.04
0.00 0.02 0.00
-0.03 0.00 0.03
0.00 0.01 -0.02
0.00 0.00 0.01
-0.01 0.00 0.00
0.01 0.00 0.01
0.03 -0.01 0.01
-0.01 0.00 0.02
0.00 0.01 0.00
0.00 0.00 -0.01
0.00 0.00 0.00
-0.01 0.00 0.01
-0.11 0.05 0.01
-0.07 -0.11 0.05
0.01 -0.04 -0.27
-0.08 -0.01 0.01
0.02 0.00 -0.03
-0.02 -0.04 0.01
0.00 0.01 0.01
-0.03 0.10 -0.04
-0.08 0.00 0.01
0.03 -0.04 0.10
-0.02 0.00 -0.01
0.08 0.06 -0.01
0.03 0.00 0.07
-0.01 -0.02 -0.05
0.01 -0.04 -0.03
0.01 -0.01 -0.08
-0.01 -0.13 0.05
0.00 -0.09 0.10
-0.04 0.04 0.13
0.24 0.28 -0.24
0.00 0.00 0.00
0.00 0.00 0.00
0.00 0.00 -0.01
0.00 0.00 -0.01
0.01 -0.01 0.01
-0.02 0.01 -0.02
0.02 -0.01 -0.01
-0.03 -0.04 0.03
0.00 0.02 0.02
-0.03 0.00 -0.06
-0.04 -0.06 -0.02
0.06 0.02 0.00
-0.13 -0.29 0.18
0.09 0.14 -0.11
-0.02 0.00 -0.04
-0.03 0.00 0.04
0.00 0.07 0.04
0.03 -0.15 -0.03
0.00 0.00 -0.03
-0.01 -0.01 0.01
0.00 -0.03 -0.02

Values from the calculation:
largest force on an atom: 1.1 eV Å⁻¹
charge: -1
E_LUMO: 0.8 eV
highest occupied orbital energy: -4.61 eV
gap between HOMO and LUMO: 5.46 eV
total energy: -10397.8625 Ha
energy relative to the best compared isomer or geometry (same formula, charge and spin): 0.4916 eV

***

3.
This record from the OMol25 dataset describes C31H28N4O11P2STc as an isolated structure in a non-equilibrium geometry. The level of theory is the ωB97M-V functional and the def2-TZVPD basis.

Geometry (Å):
1 Tc 7.42009 -11.54940 15.56597
2 O 8.14178 -11.21376 13.76182
3 C 9.27058 -10.55362 13.57692
4 C 9.38204 -9.69272 12.48599
5 C 10.58046 -9.12995 12.11165
6 C 11.73224 -9.32098 12.87834
7 C 11.63291 -10.15413 13.96164
8 C 10.42168 -10.64756 14.43888
9 C 10.36935 -11.27184 15.74267
10 N 9.24066 -11.55893 16.40221
11 N 9.39809 -11.90932 17.69395
12 C 8.21878 -11.97019 18.30103
13 O 7.09575 -11.81460 17.69776
14 C 8.26156 -12.17233 19.75268
15 C 9.45334 -12.26174 20.46251
16 C 9.43221 -12.57468 21.79012
17 C 8.22135 -12.66790 22.47450
18 C 6.98769 -12.47824 21.81819
19 C 7.00110 -12.26202 20.46267
20 H 8.51247 -9.57584 11.88017
21 H 10.59942 -8.47857 11.24888
22 H 12.70453 -8.85449 12.69678
23 H 12.54816 -10.53009 14.47380
24 H 11.31611 -11.43711 16.25676
25 H 10.36282 -11.94850 20.00657
26 H 10.32514 -12.69419 22.45009
27 H 8.25133 -12.89776 23.54217
28 H 6.03329 -12.48495 22.35359
29 H 6.08708 -12.14323 19.86983
30 C 6.82351 -15.76112 17.87095
31 C 6.39532 -15.81784 16.43960
32 O 6.23089 -17.17998 16.07948
33 P 4.85070 -14.74849 16.17921
34 O 3.67938 -15.70332 16.72943
35 O 4.55598 -15.04780 14.60511
36 O 4.89021 -13.35546 16.66082
37 P 7.72299 -15.06943 15.30051
38 O 7.12983 -15.26267 13.81378
39 O 8.98376 -15.76152 15.56955
40 O 7.79717 -13.48437 15.44408
41 H 6.16228 -16.39396 18.49311
42 H 6.79142 -14.75845 18.34285
43 H 7.88037 -16.14142 17.97498
44 H 5.77193 -17.29569 15.20368
45 H 3.63326 -15.63757 17.71899
46 H 4.95148 -14.36511 14.01352
47 H 7.68550 -15.92941 13.37194
48 O 8.73106 -9.11090 17.04035
49 S 7.38738 -8.56230 16.96792
50 O 6.51240 -8.29464 18.09602
51 N 6.62866 -9.68874 15.91084
52 C 5.27660 -9.49774 15.69071
53 C 4.38251 -8.51967 16.13098
54 C 3.11706 -8.41611 15.44838
55 C 2.74070 -9.26211 14.47427
56 C 3.63083 -10.31802 14.05810
57 C 3.37029 -11.28807 13.08285
58 C 4.26189 -12.32287 12.77842
59 C 5.47193 -12.38926 13.49878
60 N 5.70813 -11.51034 14.47863
61 C 4.85264 -10.45260 14.74041
62 C 7.53364 -7.03856 16.11135
63 C 6.69176 -6.58969 15.07957
64 C 6.58781 -5.22351 14.77748
65 C 7.59044 -4.40908 15.23005
66 C 8.59000 -4.86039 16.06637
67 C 8.53969 -6.16770 16.54254
68 H 4.60271 -7.89859 16.98239
69 H 2.54082 -7.50055 15.50908
70 H 1.75615 -9.15711 13.97389
71 H 2.45638 -11.24734 12.50451
72 H 4.04771 -13.07407 11.99791
73 H 6.30799 -13.07372 13.24535
74 H 6.05945 -7.31708 14.59100
75 H 5.69988 -4.86408 14.33130
76 H 7.58313 -3.32922 14.99500
77 H 9.40130 -4.15194 16.31094
78 H 9.41992 -6.55074 17.19111

Cartesian forces, eV/Å:
0.54 -0.50 1.97
0.04 0.15 0.57
1.22 0.72 0.72
0.12 -0.72 -0.25
0.32 0.82 0.33
0.28 -0.14 -0.22
1.11 -0.56 1.09
-1.51 -1.03 -0.51
-1.56 -0.43 0.48
3.07 1.07 -1.63
-0.74 -0.48 1.03
1.49 0.34 -0.63
0.05 0.11 -1.34
-2.08 -0.23 1.36
-0.28 0.47 -0.64
-0.10 -0.17 2.39
-0.54 -0.24 0.04
0.49 -0.07 0.53
1.29 0.07 -1.65
-0.49 0.14 -0.39
0.05 0.01 -0.07
-0.48 -0.23 -0.44
-0.68 0.84 -0.12
-0.31 0.04 0.17
0.58 -0.34 -0.56
-0.51 0.22 -1.11
-0.13 0.14 -0.30
0.45 -0.11 -0.07
0.35 -0.04 0.31
1.14 -0.21 1.51
-0.47 1.80 -1.39
-0.75 0.03 -1.01
0.15 -1.61 -0.60
0.05 0.58 1.38
0.03 1.07 0.45
-0.05 -0.67 -0.42
0.40 1.89 1.58
0.50 -0.58 -0.39
0.23 -0.27 -0.46
-0.93 -2.28 -0.45
0.28 0.08 -0.40
0.03 -0.29 -0.65
-1.10 0.27 -0.10
0.62 0.55 1.22
-0.05 -0.13 -1.24
-0.39 -0.85 0.70
-0.23 0.24 0.01
-1.08 0.99 0.96
0.00 -2.07 -0.92
1.25 -0.36 -0.69
0.77 2.29 1.84
-0.15 0.12 0.09
-0.35 -1.02 -0.77
1.12 0.78 0.23
-0.48 -1.12 -1.57
-0.27 -0.18 0.78
0.14 -1.05 -0.75
0.06 0.42 0.16
-0.16 0.89 -0.05
-1.67 0.47 -0.86
-0.62 -1.19 -0.96
0.31 1.39 -1.31
-0.54 -0.40 0.92
0.84 -1.67 0.63
-0.18 2.01 0.17
0.63 -0.18 0.02
2.06 -0.45 1.14
0.17 0.29 -0.23
-0.22 -0.17 0.87
0.87 0.00 0.25
-0.15 0.11 0.11
0.10 0.64 0.50
-0.72 0.31 0.35
-0.34 0.18 0.15
-0.43 0.35 -1.06
-0.10 -0.69 0.02
-0.46 -0.74 0.11
-1.91 0.61 -0.89

Values from the calculation:
largest force on an atom: 3.6 eV Å⁻¹
expectation value of S²: 3.800
E_LUMO (spin up / spin down): -0.9 / -1.7 eV
highest occupied orbital energy (spin up / spin down): -7.59 / -7.75 eV
spin multiplicity: 4
gap between HOMO and LUMO (spin up / spin down): 6.71 / 6.03 eV
total energy: -3406.6670 Ha
energy relative to the best compared isomer or geometry (same formula, charge and spin): 2.0865 eV